Record 1
This record from the Open Molecules 2025 dataset describes the molecule C5H12N2. The level of theory is wB97M-V/def2-TZVPD.

Computed properties:
SMILES: C=C(N)C[C@@H](C)N
Multiplicity: 1
Energy (Eh): -307.19366
Net charge: 0

Structure (XYZ):
```
19
Properties=species:S:1:pos:R:3:forces:R:3
C -1.8798 -0.7531 -1.3014 -0.4857 -0.4316 -0.3253
C -1.2980 -0.2593 -0.2078 -0.4965 0.9856 -0.5983
N -1.8648 -0.3948 1.0618 0.5617 -0.4839 -0.2454
C -0.2002 0.7699 -0.3095 -1.2313 0.6806 1.7545
C 1.0717 0.3841 0.4366 1.0357 -1.3977 -1.1149
C 1.5569 -1.0245 -0.0054 0.1748 0.6805 -0.0384
N 2.1008 1.3969 0.2060 -0.4107 0.1996 0.4197
H -2.6504 -1.5174 -1.2709 -0.1454 0.1590 0.3223
H -1.7887 -0.2934 -2.2753 0.7664 -0.2070 -0.0394
H -2.4676 -1.2014 1.1319 0.0295 0.0683 0.3451
H -1.2395 -0.2462 1.8389 -0.0740 -0.2900 0.0756
H -0.5961 1.6159 0.2779 0.1274 0.1980 -0.4349
H -0.0985 1.1198 -1.3351 0.5041 -0.3142 -0.0126
H 0.9147 0.2633 1.5113 -0.2599 0.6070 0.0462
H 1.5827 -1.0754 -1.0958 -0.2211 -0.2036 -0.0156
H 2.5860 -1.1754 0.3252 -0.0502 -0.0900 0.2152
H 0.9208 -1.7968 0.4190 -0.0463 -0.2226 -0.2176
H 2.3847 1.3756 -0.7660 0.0897 -0.0068 0.0061
H 2.9052 1.1867 0.7826 0.1318 0.0688 -0.1422
```
Positions in Å, forces in eV/Å.

=====

Record 2
This record from the Open Molecules 2025 dataset describes the molecule C5H12N2. The level of theory is wB97M-V/def2-TZVPD.

Computed properties:
SMILES: C/C(N)=N/C(C)C
Multiplicity: 1
Energy (Eh): -307.17512
Net charge: 0

Structure (XYZ):
```
19
Properties=species:S:1:pos:R:3:forces:R:3
C -2.8026 0.1766 -0.3750 0.2017 0.1797 0.3166
C -1.3110 0.1325 -0.0912 0.9422 0.2181 -1.6764
N -0.6075 1.3096 -0.3998 -0.6927 1.7880 -0.7972
N -0.7282 -0.9741 0.0677 2.9476 0.1371 1.4781
C 0.9563 -0.8587 0.2981 -2.9283 -1.6493 -0.0948
C 1.8237 -0.5992 -0.9142 -0.1668 0.2552 -0.2831
C 1.3303 -0.0863 1.5412 0.0318 0.1150 0.1397
H -3.2302 1.1239 -0.0337 0.0186 -0.1693 -0.0042
H -2.9745 0.0969 -1.4534 0.0524 -0.0042 0.0996
H -3.2987 -0.6593 0.1214 0.1017 0.0997 -0.1270
H 0.1985 1.7853 -0.0178 -0.2041 -1.0934 0.3992
H -0.9275 1.8089 -1.2235 -0.3045 -0.1087 0.4875
H 1.0372 -1.9207 0.5376 0.3470 0.0960 0.0345
H 2.8405 -0.9601 -0.7185 -0.1666 -0.0456 0.0693
H 1.4456 -1.1314 -1.7921 0.0372 0.1017 0.1094
H 1.9162 0.4624 -1.1559 -0.1294 -0.0704 -0.0372
H 2.2526 -0.5071 1.9620 -0.1147 0.1096 -0.0939
H 1.5245 0.9698 1.3415 -0.0329 0.0139 0.0574
H 0.5545 -0.1690 2.3056 0.0599 0.0269 -0.0774
```
Positions in Å, forces in eV/Å.

=====

Record 3
This record from the Open Molecules 2025 dataset describes C5H12N2 as an isolated structure. The level of theory is wB97M-V/def2-TZVPD.

Computed properties:
Multiplicity: 1
Energy (Eh): -307.10762
Net charge: 0

Structure (XYZ):
```
19
Properties=species:S:1:pos:R:3:forces:R:3
C 2.5228 -0.3798 1.0773 0.5230 0.3255 -0.1129
C 1.5464 0.3592 0.2114 -1.6222 0.1616 1.6617
N 0.6953 1.2188 0.7033 1.4818 0.2334 -0.5487
C 1.1853 -0.1704 -1.0945 -1.1401 0.0716 -0.7028
H 0.8613 1.5506 1.6471 0.0528 -0.3602 0.1628
H -0.5157 0.9523 0.2947 -1.6050 -1.2943 -1.2922
H 2.3107 -1.4525 1.0648 -0.0901 0.0868 -0.1142
H 3.5357 -0.2509 0.6898 0.0530 -0.0779 0.0500
H 2.4964 -0.0356 2.1120 -0.0059 0.0530 -0.1065
H 0.9217 0.6115 -1.8082 0.2994 0.1783 0.0093
H 1.9261 -0.8372 -1.5299 -0.3556 -0.3205 0.1206
C -2.6135 -0.6321 0.2025 0.0096 -0.1723 -0.2820
C -1.6691 0.3418 -0.4490 0.6922 1.3834 1.8752
N -1.9244 1.0585 -1.4569 -0.0633 0.0129 -0.6528
H -2.8414 0.8686 -1.8901 0.0684 -0.1144 0.1609
H 0.0861 -0.5422 -0.9272 1.7045 -0.1400 -0.2320
H -2.8810 -0.2822 1.2034 0.0158 0.0460 -0.0745
H -2.1148 -1.5946 0.3354 -0.0489 -0.0799 0.0212
H -3.5279 -0.7838 -0.3860 0.0307 0.0071 0.0568
```
Positions in Å, forces in eV/Å.

=====

Record 4
This record from the Open Molecules 2025 dataset describes the molecule C5H12N2. The level of theory is wB97M-V/def2-TZVPD.

Computed properties:
SMILES: [H]/N=C\NCCCC
Multiplicity: 1
Energy (Eh): -307.17609
Net charge: 0

Structure (XYZ):
```
19
Properties=species:S:1:pos:R:3:forces:R:3
H -0.9654 2.8421 0.0411 -0.0561 0.2801 0.1971
N -0.0624 2.9434 -0.4273 -0.1774 -0.3345 -1.0217
C 0.1310 1.8947 -1.1534 0.9176 0.0505 1.9709
N -0.6692 0.7749 -1.0818 0.7262 1.4895 -0.9320
C -0.3614 -0.5921 -1.5325 -0.8796 0.5823 2.1693
C 0.4846 -1.3167 -0.4436 -0.4352 0.9787 -1.0953
C -0.1154 -1.1948 0.9648 1.1911 -1.2439 1.1445
C 0.4225 -0.1089 1.9622 0.4874 -1.9694 -1.5197
H 1.1379 1.8454 -1.5816 -0.5276 -0.3483 -0.6812
H -1.3513 0.9962 -0.3617 -0.2474 -1.1542 -0.3771
H 0.0605 -0.6335 -2.5176 0.3449 0.3142 -0.4418
H -1.3813 -0.9773 -1.5896 0.2785 -0.8234 -0.1370
H 0.6424 -2.3389 -0.7536 -0.4456 -0.6224 0.0833
H 1.5183 -0.9483 -0.4986 -0.2386 0.4527 0.3422
H -1.1892 -1.1767 1.0857 -0.5900 0.2892 -0.9310
H 0.0788 -2.1896 1.3827 0.2621 0.1288 0.4015
H 0.1095 -0.4671 2.9349 -0.3897 0.6551 0.3262
H 1.5330 -0.1529 1.9881 -0.6792 0.5895 -0.2591
H -0.0227 0.8001 1.5817 0.4587 0.6855 0.7611
```
Positions in Å, forces in eV/Å.

=====

Record 5
This record from the Open Molecules 2025 dataset describes the molecule C5H12N2. The level of theory is wB97M-V/def2-TZVPD.

Computed properties:
SMILES: C=N[C@H](N)CCC
Multiplicity: 1
Energy (Eh): -307.17162
Net charge: 0

Structure (XYZ):
```
19
Properties=species:S:1:pos:R:3:forces:R:3
C -0.4374 -1.0445 -2.2070 0.8238 0.2982 0.3439
N 0.2822 -0.3275 -1.4306 -0.9435 -1.2636 -1.2383
C 0.8170 -0.9413 -0.2097 0.1047 0.3075 0.0023
N -0.0687 -1.9383 0.3713 0.1992 -0.5035 -0.0062
C 1.1257 0.2171 0.7324 -1.0481 2.5814 -1.1457
C 0.2229 1.5732 0.3427 1.6281 -0.7981 1.5378
C -1.2221 1.4585 0.7791 -0.1624 0.0359 -0.0877
H -0.5852 -2.1269 -2.0785 -0.1929 0.3237 0.2438
H -0.8830 -0.5870 -3.1007 0.2600 -0.0317 0.2980
H 1.7672 -1.4240 -0.4707 -0.2288 -0.1592 -0.0483
H 0.4653 -2.4855 1.0436 -0.2236 0.0365 -0.1322
H -0.8164 -1.4879 0.8875 -0.0027 0.0539 -0.0351
H 0.9340 -0.0376 1.7797 -0.0556 0.0482 -0.1535
H 2.1766 0.5124 0.6483 -0.1169 -0.0300 -0.0060
H 0.2880 1.9744 -0.6725 0.2184 -0.8834 0.0072
H 0.7266 2.3537 0.9202 -0.2200 0.0758 0.3451
H -1.7743 0.7441 0.1616 0.0280 0.0285 0.0261
H -1.7210 2.4292 0.6823 -0.0280 -0.1610 0.0553
H -1.2975 1.1377 1.8211 -0.0396 0.0407 -0.0066
```
Positions in Å, forces in eV/Å.

=====

Record 6
This record from the Open Molecules 2025 dataset describes a 2-piece molecular cluster, C5H12N2 overall. The level of theory is wB97M-V/def2-TZVPD.

Computed properties:
Multiplicity: 1
Energy (Eh): -307.00084
Net charge: 0

Structure (XYZ):
```
19
Properties=species:S:1:pos:R:3:forces:R:3
C -0.7059 -0.1971 0.4180 1.1287 -0.9530 -0.1084
C 1.6443 -1.6380 0.2935 -0.3181 0.0948 0.4043
C -0.2905 0.4945 1.6908 -0.1083 0.0898 -0.1439
N 0.2686 -1.3532 -0.0978 -0.3075 -0.2481 0.0260
C -0.1779 0.1518 -0.8438 -0.8124 1.1566 0.0176
N -1.8147 1.7186 -0.5288 0.0738 -0.0604 0.0225
C 0.4685 0.6289 -1.8805 0.0744 -0.2055 -0.0911
H -0.2567 -2.1820 -0.3578 0.1106 0.2444 -0.1422
H -1.7296 -0.5592 0.4111 0.1280 -0.0431 -0.0074
H -2.6191 1.6525 -1.1549 0.1211 0.1569 -0.0259
H -1.5990 2.7137 -0.4480 -0.1197 -0.0345 -0.1634
H 1.6700 -2.2919 1.1690 0.1177 0.0246 -0.0050
H 2.1613 -2.1286 -0.5337 -0.0160 0.1005 0.0524
H 2.1539 -0.7076 0.5360 0.0119 -0.0166 -0.0486
H -1.0290 1.2821 1.8379 0.0583 -0.0677 0.0793
H -0.2961 -0.2104 2.5262 -0.0383 0.0584 -0.0576
H 0.6910 0.9607 1.6102 0.0003 -0.0690 -0.0604
H 1.3359 0.1272 -2.2988 -0.1269 -0.2214 0.0441
H 0.1247 1.5380 -2.3486 0.0227 -0.0068 0.2080
```
Positions in Å, forces in eV/Å.

=====

Table of lowest unoccupied orbital energy (hartree), in record order: 0.0367, 0.0360, 0.0283, 0.0373, 0.0395, 0.0216
Table of energy above the lowest of the compared OMol25 structures with the same formula, charge and spin (kcal/mol), in record order: 22.4, 34.0, 76.4, 33.4, 36.2, 143.4
Table of maximum force (eV Å⁻¹), in record order: 2.2, 3.4, 2.4, 2.5, 3.0, 1.5